ORCA calculation (the ωB97M-V functional and the def2-TZVPD basis) on a cluster of 4 separate species, C10H30N6O4 in total at a distorted geometry.

Each line ends with the natural charge from an NBO analysis.
Element x y z (Å)
C  0.566932  0.819635  0.854368  0.793
O  -0.012409  1.908544  0.920397  -0.731
N  1.641729  0.526092  1.624307  -0.860
N  0.417729  -0.040673  -0.192772  -0.859
H  2.031747  1.252448  2.201422  0.399
H  2.118700  -0.369572  1.701076  0.419
H  -0.073847  0.149986  -1.061337  0.429
H  0.881901  -0.931825  -0.197420  0.379
C  0.480564  5.386364  1.740529  0.768
O  0.807799  6.546431  1.995748  -0.686
N  0.500549  4.850764  0.505981  -0.846
N  -0.047713  4.538028  2.683315  -0.864
H  0.676182  5.382000  -0.323608  0.402
H  0.315792  3.867238  0.385638  0.414
H  -0.023741  4.774726  3.655667  0.394
H  -0.310805  3.601130  2.425481  0.405
C  3.526320  -4.417117  0.690378  -0.621
C  2.510722  -3.247878  0.596756  -0.065
C  1.143179  -3.563130  1.112756  -0.076
O  0.626121  -4.668897  0.386858  -0.548
C  -0.376620  -5.390982  1.084760  -0.250
N  3.092537  -2.044234  1.273914  -0.847
H  4.408783  -4.084939  0.146617  0.207
H  3.072346  -5.331595  0.314492  0.233
H  3.805842  -4.574218  1.734902  0.199
H  2.553159  -2.930546  -0.449198  0.190
H  0.411235  -2.755079  1.022440  0.182
H  1.272183  -3.796276  2.178943  0.163
H  -0.935017  -5.926752  0.317368  0.195
H  -1.089952  -4.719147  1.568824  0.172
H  0.096368  -6.097056  1.769352  0.175
H  4.075097  -2.093560  1.025643  0.367
H  3.078637  -2.155983  2.287118  0.351
C  -3.773618  3.320116  -1.616573  -0.616
C  -2.576569  2.400412  -1.438866  -0.087
C  -2.714070  1.119088  -2.264279  -0.063
O  -1.586362  0.264070  -2.119101  -0.584
C  -1.588156  -0.976764  -2.772710  -0.252
N  -1.319710  3.134039  -1.812673  -0.807
H  -3.868920  3.858474  -2.560117  0.212
H  -3.876141  4.060159  -0.824729  0.231
H  -4.681391  2.706504  -1.553972  0.197
H  -2.419783  2.131519  -0.391975  0.215
H  -2.633042  1.460435  -3.307551  0.154
H  -3.658296  0.576135  -2.180224  0.179
H  -1.974059  -1.768021  -2.124274  0.177
H  -0.589684  -1.318318  -3.058147  0.187
H  -2.129851  -0.905410  -3.720175  0.179
H  -0.660463  2.457634  -1.417908  0.360
H  -1.191932  3.016002  -2.817441  0.335

Force components x, y, z for each atom (eV/Å):
C 1.3919 0.9650 -1.6060
O -0.3359 -0.5292 0.1260
N 0.3902 -0.0648 1.6169
N -0.4405 -1.0149 -0.3367
H -0.5343 0.1261 0.0829
H -0.3020 0.1811 -0.8567
H -0.4967 0.5049 0.8497
H 0.3925 0.1784 0.2803
C -0.3503 1.2767 0.5628
O -0.0170 -0.6887 -0.0534
N 0.1815 -0.8668 -0.6737
N 0.0429 -0.3632 0.0443
H 0.0862 0.3535 0.2403
H -0.1514 0.0418 -0.0389
H 0.1245 0.2626 -0.0660
H 0.0910 -0.0451 -0.0212
C -1.0180 0.5492 0.4533
C 1.8383 0.6587 -0.2768
C -0.4015 -0.5802 -0.0395
O 0.1974 0.1328 0.1979
C 0.0671 0.1766 -0.7409
N -0.3415 -0.6483 0.1484
H 0.0983 -0.4701 -0.1479
H 0.3326 -0.0362 -0.2791
H -0.0061 -0.0507 0.0355
H -0.7632 -0.2659 -0.1451
H 0.2540 0.3446 0.1255
H -0.2351 -0.1456 0.0853
H 0.0594 -0.2071 0.1227
H 0.1322 -0.0291 0.2980
H -0.2432 0.0516 0.2612
H 0.0675 0.4960 0.0830
H 0.0129 -0.2985 -0.0212
C -1.1507 -0.6230 0.3294
C 0.6783 0.6355 -0.3369
C 0.3708 0.2601 -1.5530
O 0.6008 0.2122 0.8281
C -0.4049 -0.2590 -0.4648
N -0.3199 -1.5843 0.4870
H 0.5652 -0.1741 -0.1674
H 0.3814 -0.0144 0.0548
H -0.0682 0.0849 0.0450
H -0.3190 0.0767 0.0765
H -0.5525 0.0301 -0.1845
H -0.0092 -0.0158 0.4815
H -0.4249 0.0573 -0.1138
H 0.2702 0.5509 0.2557
H -0.2848 -0.1969 0.1080
H 0.6269 0.7114 -0.1042
H -0.0833 0.2533 -0.0526

Calculated values
HOMO energy	-0.32212	hartree
HOMO-LUMO gap	9.18	eV
energy relative to the best compared isomer or geometry (same formula, charge and spin)	0.690	eV
molar mass	298.388	g mol⁻¹
charge	0